118
Properties=species:S:1:pos:R:3:forces:R:3 method="wB97M-V/def2-TZVPD" e_tot_ev=-73064.5002 homo_ev="-6.396 / -7.936" e_lumo_ha="-0.010 / -0.027" charge=0 spin_multiplicity=5 mol_weight_da=923.1
Ru -0.470 -0.320 -0.764 -0.6793 -0.4109 0.4521
C 0.576 -1.265 -3.500 0.1654 -0.2218 -0.0677
C 2.099 -1.157 -3.537 -0.0533 0.3000 0.1657
C 2.552 0.244 -3.969 -0.0298 -0.1415 -0.0535
C 2.792 -1.613 -2.260 -0.0416 0.0555 -0.0191
C 3.758 -2.606 -2.376 0.0470 -0.0221 -0.0322
C 4.467 -3.062 -1.279 0.0390 -0.0118 0.0314
C 4.210 -2.523 -0.032 0.0551 0.0544 -0.0214
C 3.266 -1.517 0.131 -0.2799 0.1764 -0.0548
C 3.000 -0.961 1.516 0.1044 -0.1252 0.0680
C 2.492 -2.068 2.446 -0.1079 0.1048 -0.1060
C 4.225 -0.268 2.119 -0.0987 -0.0174 -0.0416
C 2.552 -1.059 -0.991 0.3770 -0.3576 0.0612
N 1.569 -0.044 -0.845 -0.1991 0.3819 0.1285
C 1.929 1.239 -0.863 -0.0449 -0.1179 0.0259
C 0.918 2.246 -0.901 -0.2468 0.0884 0.0335
N -0.364 1.916 -0.904 0.3462 -0.2264 -0.0490
C -1.294 2.932 -1.266 -0.3604 0.4060 -0.1708
C -1.991 3.719 -0.329 0.1770 -0.0505 0.0325
C -2.909 4.654 -0.802 0.0259 0.1009 -0.0411
C -3.126 4.860 -2.149 -0.0071 0.0296 -0.0373
C -2.404 4.118 -3.065 -0.0382 0.0604 -0.0053
C -1.491 3.162 -2.647 0.0492 -0.2797 0.2009
C -0.784 2.335 -3.704 -0.1414 0.0265 -0.0558
C -1.792 1.376 -4.347 0.1442 -0.0326 0.0878
C -0.071 3.203 -4.742 0.0254 -0.0469 0.0801
C -1.874 3.655 1.189 -0.0144 -0.2889 0.0283
C -2.988 2.741 1.714 0.0351 0.1489 0.0785
C -0.518 3.257 1.768 -0.0356 0.1579 0.0212
C 1.584 3.556 -0.991 0.2235 0.2665 -0.0704
C 1.183 4.868 -1.040 -0.0820 -0.1968 -0.0413
C 2.173 5.879 -1.109 0.0904 0.1200 -0.0126
C 3.516 5.601 -1.153 -0.0202 0.0488 0.0088
C 3.963 4.255 -1.126 -0.1658 -0.1433 0.0245
C 5.301 3.790 -1.204 0.0425 -0.0059 -0.0169
C 5.558 2.442 -1.207 0.1490 0.1124 -0.0046
C 4.538 1.467 -1.103 -0.2356 -0.0630 0.0342
C 3.236 1.888 -0.981 0.2877 0.0557 -0.0492
C 2.974 3.282 -1.027 -0.0001 -0.0232 0.0177
H 0.154 -0.999 -4.469 -0.0693 0.0730 0.0223
H 0.127 -0.580 -2.759 0.0031 0.1058 -0.3383
H 0.271 -2.283 -3.263 -0.0560 0.0258 0.0195
H 2.423 -1.846 -4.322 0.0260 -0.0462 0.0509
H 2.184 1.011 -3.290 -0.0213 0.0530 -0.0183
H 2.174 0.466 -4.970 0.0083 0.0178 0.0047
H 3.640 0.306 -3.987 -0.0028 0.0312 -0.0244
H 3.966 -3.024 -3.355 -0.0354 -0.0008 -0.0049
H 5.217 -3.833 -1.395 -0.0197 -0.0145 -0.0055
H 4.751 -2.885 0.834 0.0139 0.0069 -0.0088
H 2.220 -0.208 1.415 0.0176 0.0420 -0.0284
H 3.255 -2.834 2.591 0.0090 0.0013 0.0182
H 1.608 -2.541 2.017 0.0031 -0.0450 0.0556
H 2.237 -1.659 3.427 0.0127 -0.0113 0.0112
H 5.046 -0.973 2.267 0.0013 0.0014 0.0057
H 3.963 0.158 3.090 0.0531 -0.0196 0.0200
H 4.577 0.542 1.482 0.0408 0.0220 -0.0217
H -3.460 5.249 -0.081 0.0359 -0.0082 0.0283
H -3.842 5.601 -2.481 -0.0011 -0.0067 -0.0053
H -2.557 4.278 -4.125 0.0093 -0.0060 0.0048
H -0.022 1.729 -3.220 0.0498 -0.0177 0.0553
H -2.580 1.926 -4.864 -0.0134 0.0130 0.0095
H -2.255 0.757 -3.574 -0.0483 -0.0374 -0.0720
H -1.299 0.726 -5.073 -0.0217 0.0013 -0.0290
H -0.777 3.737 -5.381 -0.0027 0.0053 0.0060
H 0.555 2.579 -5.383 -0.0186 0.0216 -0.0351
H 0.569 3.937 -4.249 0.0273 0.0091 -0.0414
H -2.074 4.669 1.549 -0.0427 0.0030 -0.0545
H -2.926 1.776 1.219 -0.0024 -0.1928 0.0091
H -3.971 3.160 1.492 -0.0069 -0.0297 -0.0069
H -2.910 2.595 2.794 0.0054 -0.0115 -0.0158
H -0.290 2.218 1.565 0.0459 -0.1612 -0.0070
H -0.535 3.397 2.851 -0.0152 0.0087 -0.0090
H 0.285 3.872 1.359 -0.0134 -0.0392 0.0626
H 0.138 5.147 -1.030 0.0168 0.0055 -0.0036
H 1.846 6.911 -1.130 0.0175 0.0006 -0.0157
H 4.238 6.407 -1.209 -0.0044 0.0004 -0.0155
H 6.113 4.503 -1.275 0.0101 -0.0170 -0.0102
H 6.583 2.102 -1.288 -0.0039 0.0092 0.0023
H 4.798 0.417 -1.125 0.0083 -0.0057 0.0364
C -0.572 -7.357 3.705 0.0438 -0.0649 -0.0500
O -1.001 -6.637 4.845 -0.0242 -0.0047 0.0613
C -1.998 -5.733 4.677 -0.1177 0.0892 -0.0730
C -2.669 -5.518 3.474 0.1078 -0.1734 -0.0014
C -3.608 -4.510 3.376 -0.1242 0.1829 0.1452
C -3.923 -3.702 4.487 0.1964 -0.6194 -0.5353
C -3.306 -4.000 5.720 -0.0755 0.1140 -0.0622
C -2.350 -4.982 5.804 0.0591 -0.0215 0.0560
N -4.737 -2.618 4.408 0.2521 0.9482 0.9104
N -5.204 -2.200 3.283 -0.6466 -0.5687 -0.6914
C -4.566 -1.577 2.308 0.3353 0.2365 0.2295
C -5.250 -1.353 1.082 -0.0191 -0.0253 0.1216
C -4.603 -0.927 -0.048 0.1818 0.0874 -0.1494
C -3.210 -0.700 -0.059 -0.2513 -0.0219 0.0541
O -2.543 -0.375 -1.123 0.5968 0.0759 -0.0108
C -2.522 -0.799 1.184 -0.2165 0.0352 0.2399
N -1.200 -0.460 1.158 0.0338 0.1558 -0.2212
C -0.534 -0.376 2.294 0.1933 0.1438 -0.1214
C -1.136 -0.591 3.529 -0.3346 -0.1199 0.1068
C -2.458 -0.986 3.576 0.2777 0.0744 0.0547
C -3.179 -1.139 2.389 -0.0632 -0.0570 -0.2595
H 0.292 -7.934 4.021 -0.0228 -0.0153 0.0060
H -0.277 -6.686 2.893 -0.0102 0.0222 0.0332
H -1.350 -8.037 3.348 0.0016 0.0148 0.0044
H -2.473 -6.138 2.610 0.0676 0.0615 -0.0082
H -4.115 -4.333 2.436 0.0117 -0.0027 0.0061
H -3.572 -3.410 6.587 0.0045 0.0114 -0.0082
H -1.839 -5.179 6.737 -0.0058 -0.0262 -0.0080
H -6.310 -1.571 1.054 0.0117 -0.0410 0.0370
H -5.150 -0.772 -0.969 0.0248 -0.0321 -0.0212
H 0.508 -0.102 2.227 -0.0136 -0.0152 -0.0520
H -0.565 -0.460 4.436 0.0448 0.0022 -0.0282
H -2.943 -1.142 4.527 -0.0315 -0.1036 0.0282
C -1.585 -3.179 -1.506 0.0070 -0.0210 -0.0625
C -0.598 -2.300 -0.785 0.0128 0.1364 -0.0684
O 0.249 -2.731 -0.032 -0.0358 -0.1770 -0.0208
H -1.066 -4.043 -1.923 0.0093 -0.0129 0.0482
H -2.116 -2.633 -2.281 -0.0003 0.0153 0.0115
H -2.314 -3.541 -0.776 0.0010 0.0173 0.0181